This record from OMol25 describes a molecular structure, C29H35ClN4O6PTc. The level of theory is ωB97M-V/def2-TZVPD.

Results
- total energy (Ha) = -2678.33936
- highest occupied orbital energy (spin up / spin down) (eV) = -10.7 / -10.0
- gap between HOMO and LUMO (spin up / spin down) (eV) = 7.49 / 6.77
- multiplicity = 4
- E_LUMO (spin up / spin down) (hartree) = -0.1191 / -0.1193
- net charge = +1

XYZ file:
```
77
Properties=species:S:1:pos:R:3:forces:R:3
Tc 0.584 -0.809 1.378 -0.486 0.175 -0.791
O -0.170 -3.024 1.166 -0.064 -0.174 -0.146
C 0.482 -2.438 0.289 0.402 0.072 1.101
C 0.782 -3.016 -1.028 0.168 -0.511 0.657
C 1.364 -4.268 -1.138 0.116 -0.180 -0.111
C 1.707 -4.754 -2.395 -0.112 0.210 0.014
C 1.456 -3.993 -3.534 -0.104 0.156 0.185
C 0.861 -2.741 -3.414 0.003 -0.255 -0.012
C 0.526 -2.259 -2.149 -0.184 0.457 -0.746
P -0.170 -0.639 -1.899 0.147 0.076 -0.509
C -0.709 0.030 -3.479 0.067 -0.045 0.090
C -1.726 -0.595 -4.208 0.000 -0.103 0.073
C -2.158 -0.061 -5.407 0.003 0.009 -0.002
C -1.566 1.091 -5.910 0.007 -0.034 0.020
C -0.527 1.691 -5.220 0.028 -0.012 0.030
C -0.096 1.166 -4.010 0.050 0.039 0.046
C 1.063 0.417 -1.172 0.055 0.000 -0.230
C 0.739 1.744 -0.872 0.058 0.141 -0.112
C 1.718 2.597 -0.395 0.139 -0.134 -0.285
C 3.019 2.131 -0.221 0.005 -0.070 -0.167
C 3.345 0.820 -0.527 0.002 0.183 -0.247
C 2.369 -0.042 -1.012 0.289 0.160 -0.234
H 1.564 -4.836 -0.240 -0.001 -0.030 0.018
H 2.170 -5.726 -2.484 0.020 -0.051 -0.017
H 1.713 -4.371 -4.512 0.037 -0.004 -0.020
H 0.663 -2.153 -4.297 -0.037 0.081 -0.112
H -2.173 -1.514 -3.858 -0.049 0.019 0.060
H -2.956 -0.546 -5.952 -0.005 -0.025 -0.027
H -1.904 1.507 -6.847 -0.015 0.018 -0.036
H -0.044 2.571 -5.620 0.019 0.035 -0.011
H 0.729 1.638 -3.496 -0.004 0.029 0.055
H -0.272 2.105 -1.017 -0.016 -0.018 -0.028
H 1.473 3.624 -0.168 -0.011 0.083 0.021
H 3.779 2.797 0.162 0.050 0.039 0.003
H 4.351 0.457 -0.378 -0.019 0.002 0.012
H 2.628 -1.064 -1.254 0.010 0.019 0.028
O 4.208 -1.538 3.264 0.122 0.183 0.040
Cl 2.998 -1.708 2.562 -0.163 -0.155 0.229
O 2.946 -2.941 1.849 0.161 0.040 -0.005
O 2.818 -0.575 1.587 0.143 -0.409 0.379
O 1.837 -1.582 3.447 0.161 -0.243 -0.163
C -2.744 -1.301 0.919 0.035 0.048 0.064
C -2.623 -1.241 -0.597 -0.441 0.005 0.289
C -2.704 -2.639 -1.181 0.227 0.004 -0.006
C -3.661 -0.296 -1.173 0.057 -0.022 -0.080
O -1.292 -0.605 -0.805 -0.238 0.086 -0.017
H -3.606 -1.911 1.188 -0.058 0.043 0.031
H -2.877 -0.305 1.345 -0.012 0.023 -0.044
H -1.864 -1.777 1.362 -0.285 0.006 -0.072
H -3.733 -2.982 -1.088 -0.022 -0.004 0.000
H -2.067 -3.334 -0.636 0.038 -0.014 0.039
H -2.435 -2.683 -2.235 -0.025 0.046 -0.065
H -4.653 -0.644 -0.885 -0.014 0.007 -0.007
H -3.620 -0.242 -2.259 0.016 -0.041 -0.060
H -3.520 0.706 -0.772 -0.007 0.052 0.035
C 1.592 1.715 3.077 0.114 -0.043 -0.074
N 0.288 1.087 2.684 0.171 -0.053 0.166
C -0.535 2.147 2.041 -0.071 0.063 -0.268
N -0.736 3.292 2.902 -0.060 0.055 0.050
C 0.575 3.844 3.262 -0.014 -0.016 0.015
N 1.405 2.855 3.946 0.036 0.105 0.002
C 0.708 2.413 5.154 0.003 0.041 0.082
N -0.597 1.832 4.833 -0.070 0.045 0.035
C -0.405 0.700 3.955 -0.038 -0.088 -0.018
C -1.390 2.843 4.136 -0.033 0.059 0.046
H 2.111 2.021 2.165 -0.088 -0.060 0.182
H 2.191 0.961 3.586 -0.023 0.003 -0.019
H -1.512 1.715 1.783 0.140 0.027 0.004
H -0.027 2.465 1.119 -0.368 -0.107 0.676
H 0.427 4.704 3.915 0.010 0.016 -0.005
H 1.084 4.175 2.355 0.022 0.017 -0.012
H 0.559 3.270 5.812 0.018 -0.023 0.014
H 1.318 1.671 5.669 0.000 -0.006 0.000
H -1.380 0.278 3.694 0.019 -0.031 -0.003
H 0.197 -0.062 4.451 -0.001 0.020 -0.020
H -1.523 3.703 4.793 -0.030 -0.015 -0.002
H -2.373 2.433 3.894 0.002 -0.020 -0.008
```
Forces are in eV/Å.